(1)
DFT (the ωB97M-V functional and the def2-TZVPD basis) results for one molecule with the formula C4H6N4.

Output
* Kohn-Sham gap: 0.331 Ha
* SMILES string: CN=c1nc[nH]cn1
* HOMO: -8.55 eV
* energy: -10202.564 eV
* charge: 0

Last column: natural (NBO) charge in e.
Positions of all 14 atoms, in Å:
C 1.346 -1.439 -1.728  -0.439
N 1.385 -0.161 -1.149  -0.397
C 0.404 0.240 -0.565  0.478
N -0.771 -0.545 -0.138  -0.521
C -1.401 -0.165 0.936  0.284
N -1.173 1.112 1.501  -0.626
C -0.126 1.969 0.993  0.281
N 0.624 1.332 0.187  -0.437
H 2.181 -1.771 -2.268  0.204
H 1.304 -2.138 -0.715  0.184
H 0.291 -1.689 -2.138  0.208
H -2.139 -0.784 1.252  0.188
H -1.922 1.323 2.074  0.393
H -0.003 2.716 1.758  0.199

(2)
DFT (the ωB97M-V functional and the def2-TZVPD basis) results for C40H43N11O3PbS3 as an isolated structure.

Output
* Kohn-Sham gap (alpha / beta): 0.231 / 0.231 Ha
* HOMO (alpha / beta): -10.98 / -10.98 eV
* energy: -102452.224 eV
* charge: +2

Last column: Löwdin charge in e.
Positions of all 101 atoms, in Å:
Pb 13.242 10.720 13.508  1.363
N 9.753 13.352 10.398  0.098
C 8.574 13.823 10.947  -0.235
C 7.602 14.487 10.151  -0.021
C 6.382 14.863 10.671  -0.073
C 6.064 14.538 12.021  -0.059
C 6.981 13.784 12.771  -0.097
C 8.288 13.475 12.289  -0.523
S 9.329 12.744 13.344  0.961
N 10.579 12.281 12.408  -0.301
C 10.692 12.552 11.078  -0.271
C 11.904 12.156 10.371  -0.210
C 11.862 11.885 8.993  0.015
C 13.006 11.302 8.394  -0.030
C 14.158 11.213 9.152  -0.058
C 14.116 11.626 10.466  -0.190
N 13.057 12.079 11.109  0.038
H 10.005 13.562 9.433  0.134
H 7.966 14.654 9.085  0.137
H 5.692 15.418 10.063  0.105
H 5.107 14.880 12.424  0.111
H 6.823 13.464 13.807  0.096
H 10.866 11.999 8.501  0.131
H 12.895 10.979 7.347  0.128
H 15.118 10.879 8.738  0.121
H 15.004 11.692 11.044  0.058
O 10.986 14.907 19.188  -0.056
C 11.557 15.661 18.040  -0.114
C 11.999 14.551 17.064  -0.134
C 12.270 14.826 15.707  -0.009
C 12.662 13.841 14.863  -0.147
N 12.894 12.603 15.320  -0.007
C 12.514 12.251 16.548  -0.207
C 12.019 13.217 17.443  0.057
C 12.489 10.818 16.856  -0.219
C 11.747 10.407 17.990  0.049
C 11.817 9.093 18.454  -0.172
C 10.915 8.596 19.562  -0.184
O 11.402 7.408 20.215  -0.033
C 12.652 8.219 17.738  -0.001
C 13.317 8.712 16.620  -0.139
N 13.366 9.997 16.245  0.045
H 10.684 15.548 19.765  0.044
H 12.403 16.229 18.389  0.121
H 10.825 16.383 17.623  0.137
H 12.326 15.918 15.447  0.145
H 12.970 14.054 13.821  0.124
H 11.823 12.922 18.440  0.099
H 11.215 11.154 18.529  0.106
H 9.883 8.479 19.115  0.141
H 10.879 9.401 20.323  0.135
H 10.720 6.756 20.141  0.079
H 12.825 7.170 17.957  0.125
H 13.929 8.000 16.079  0.111
N 17.038 8.239 12.408  0.126
C 17.659 8.578 13.666  -0.023
C 16.661 9.188 14.371  -0.142
N 15.471 9.186 13.658  0.013
C 15.758 8.596 12.489  -0.307
C 14.783 8.346 11.426  -0.277
N 13.444 8.576 11.576  0.028
C 12.890 8.282 10.342  -0.134
C 13.861 7.883 9.454  -0.062
N 15.071 7.866 10.190  0.106
H 17.501 7.774 11.658  0.150
H 18.750 8.390 13.873  0.140
H 16.649 9.485 15.421  0.120
H 11.790 8.371 10.226  0.127
H 13.796 7.618 8.392  0.126
H 15.970 8.121 9.739  0.174
C 7.431 9.740 15.245  -0.063
N 8.445 9.205 14.350  -0.055
C 9.593 8.700 14.749  -0.851
N 9.546 7.996 15.885  0.146
S 10.973 8.682 13.684  0.492
H 6.587 10.038 14.627  0.097
H 7.781 10.618 15.866  0.111
H 7.089 9.015 15.938  0.059
H 8.431 9.569 13.380  0.132
H 8.663 8.007 16.401  0.111
H 10.362 7.577 16.260  0.081
C 20.219 14.168 8.651  -0.025
C 19.243 14.029 9.823  -0.260
C 18.641 12.823 10.092  -0.038
C 17.727 12.686 11.156  -0.074
C 17.497 13.774 11.974  -0.413
C 18.137 14.987 11.761  -0.064
C 19.064 15.114 10.709  0.000
S 16.540 13.599 13.456  0.951
C 17.701 12.743 14.555  -0.200
O 15.480 12.550 13.160  -0.659
H 21.048 13.558 8.825  0.060
H 20.563 15.219 8.737  0.087
H 19.752 13.891 7.684  0.099
H 18.710 12.042 9.300  0.129
H 17.178 11.760 11.293  0.091
H 17.852 15.835 12.307  0.094
H 19.621 16.047 10.566  0.124
H 17.862 11.814 14.062  0.024
H 17.157 12.558 15.513  0.076
H 18.542 13.361 14.749  0.052

(3)
DFT (the ωB97M-V functional and the def2-TZVPD basis) results for C10H30K5O14P as an isolated structure.

Output
* Kohn-Sham gap (alpha / beta): 0.147 / 0.305 Ha
* multiplicity: 2
* HOMO (alpha / beta): -6.76 / -11.30 eV
* energy: -130436.523 eV
* charge: +1

Last column: Löwdin spin population.
Positions of all 60 atoms, in Å:
K -1.363 3.418 -1.400  0.229
K -1.696 -2.518 1.518  0.020
K -2.661 0.440 -3.281  0.330
K -4.065 0.700 0.060  0.248
K 0.886 -2.060 -2.198  0.024
P -0.876 0.049 -0.483  0.008
O 0.302 -0.632 0.204  0.002
O -1.873 -0.996 -0.937  0.021
O -0.348 0.862 -1.658  0.032
O -1.619 0.953 0.585  0.023
C -1.453 0.598 4.121  0.000
C -2.763 1.235 3.554  0.002
O -2.367 2.276 2.672  0.005
O -0.846 -0.140 3.037  0.001
H -1.594 -0.102 4.944  0.000
H -0.764 1.377 4.447  0.000
H -3.379 1.540 4.400  0.000
H -3.385 0.487 3.063  0.001
H -2.015 1.917 1.853  0.000
H -0.840 0.397 2.241  0.000
C 2.821 3.123 1.354  0.000
C 1.571 2.290 1.505  0.000
O 0.394 2.917 0.923  0.002
O 2.993 3.485 0.002  0.000
H 3.648 2.566 1.795  0.000
H 2.694 4.041 1.928  0.000
H 1.463 2.159 2.582  0.000
H 1.717 1.335 1.001  0.000
H -0.277 2.236 0.831  0.000
H 2.404 2.954 -0.539  0.000
C 2.244 1.820 -3.376  0.001
C 1.932 0.406 -3.828  0.001
O 0.582 0.310 -4.138  0.011
O 1.828 2.027 -2.037  0.002
H 1.745 2.624 -3.917  0.001
H 3.273 2.135 -3.546  0.000
H 2.427 -0.135 -3.021  0.000
H 2.520 0.273 -4.736  0.000
H 0.227 0.483 -3.263  0.000
H 1.082 1.462 -1.822  0.000
C 3.153 -2.232 1.510  0.000
C 3.723 -1.123 0.638  0.000
O 2.934 -1.008 -0.449  0.000
O 1.863 -1.737 2.175  0.000
H 3.808 -2.621 2.289  0.000
H 2.809 -3.063 0.894  0.000
H 4.773 -1.343 0.448  0.000
H 3.643 -0.204 1.220  0.000
H 2.050 -0.887 -0.094  0.000
H 1.249 -1.226 1.642  0.000
C -4.311 -3.219 -1.722  0.004
C -3.102 -4.085 -1.370  0.001
O -1.836 -3.447 -1.677  0.003
O -4.222 -2.033 -0.922  0.021
H -5.275 -3.712 -1.600  0.000
H -4.270 -2.962 -2.780  0.004
H -3.097 -5.106 -1.751  0.000
H -3.129 -4.183 -0.284  0.000
H -1.969 -2.502 -1.573  0.000
H -3.364 -1.616 -1.037  0.002

(4)
DFT (the ωB97M-V functional and the def2-TZVPD basis) results for one molecule with the formula C22H21ClN4O4.

Output
* Kohn-Sham gap: 0.331 Ha
* SMILES string: COc1cc(OC)c(C2=NO[C@@H](C(=O)Nc3cc(C)nn3-c3ccccc3)C2)cc1Cl
* HOMO: -8.41 eV
* energy: -49825.650 eV
* charge: 0

Last column: natural (NBO) charge in e.
Positions of all 52 atoms, in Å:
C 5.368 5.748 -0.635  -0.253
O 4.970 4.936 -1.715  -0.474
C 4.251 3.824 -1.458  0.312
C 3.832 3.411 -0.208  -0.355
C 3.094 2.237 -0.009  0.441
O 2.717 2.076 1.279  -0.504
C 1.686 1.194 1.659  -0.252
C 2.792 1.424 -1.112  -0.222
C 2.165 0.114 -1.049  0.216
N 2.488 -0.782 -0.202  -0.111
O 1.738 -1.925 -0.381  -0.385
C 0.686 -1.651 -1.318  -0.011
C -0.648 -1.437 -0.573  0.659
O -1.556 -0.801 -1.056  -0.591
N -0.663 -2.032 0.643  -0.630
C -1.676 -1.880 1.589  0.315
C -1.566 -1.531 2.918  -0.359
C -2.895 -1.452 3.377  0.156
C -3.368 -1.112 4.744  -0.637
N -3.735 -1.724 2.398  -0.270
N -3.001 -1.997 1.313  -0.199
C -3.632 -2.390 0.123  0.241
C -3.090 -3.388 -0.678  -0.256
C -3.746 -3.761 -1.837  -0.190
C -4.943 -3.160 -2.189  -0.221
C -5.492 -2.185 -1.373  -0.196
C -4.841 -1.798 -0.217  -0.226
C 1.108 -0.361 -2.024  -0.490
C 3.171 1.876 -2.385  -0.170
C 3.881 3.036 -2.562  -0.100
Cl 4.346 3.542 -4.144  0.019
H 5.996 5.195 0.069  0.181
H 5.943 6.559 -1.076  0.206
H 4.503 6.161 -0.107  0.180
H 4.049 3.989 0.675  0.233
H 0.832 1.255 0.978  0.175
H 1.380 1.522 2.653  0.194
H 2.045 0.162 1.701  0.204
H 0.588 -2.515 -1.980  0.224
H 0.227 -2.386 0.979  0.436
H -0.665 -1.354 3.470  0.224
H -3.041 -0.111 5.022  0.220
H -2.964 -1.816 5.471  0.220
H -4.453 -1.154 4.770  0.234
H -2.169 -3.875 -0.396  0.217
H -3.323 -4.532 -2.464  0.211
H -5.448 -3.456 -3.096  0.213
H -6.428 -1.720 -1.641  0.215
H -5.251 -1.043 0.434  0.236
H 0.271 0.332 -2.117  0.265
H 1.533 -0.539 -3.012  0.232
H 2.931 1.281 -3.251  0.227

Question: Which of these has the highest energy?
Answer: C4H6N4

Question: The highest energy belongs to which entry?
Answer: C4H6N4

Question: Look up the charge of the second one.
Answer: +2

What did the third record say?
DFT (the ωB97M-V functional and the def2-TZVPD basis) results for C10H30K5O14P as an isolated structure.

Output
* Kohn-Sham gap (alpha / beta): 0.147 / 0.305 Ha
* multiplicity: 2
* HOMO (alpha / beta): -6.76 / -11.30 eV
* energy: -130436.523 eV
* charge: +1

Last column: Löwdin spin population.
Positions of all 60 atoms, in Å:
K -1.363 3.418 -1.400  0.229
K -1.696 -2.518 1.518  0.020
K -2.661 0.440 -3.281  0.330
K -4.065 0.700 0.060  0.248
K 0.886 -2.060 -2.198  0.024
P -0.876 0.049 -0.483  0.008
O 0.302 -0.632 0.204  0.002
O -1.873 -0.996 -0.937  0.021
O -0.348 0.862 -1.658  0.032
O -1.619 0.953 0.585  0.023
C -1.453 0.598 4.121  0.000
C -2.763 1.235 3.554  0.002
O -2.367 2.276 2.672  0.005
O -0.846 -0.140 3.037  0.001
H -1.594 -0.102 4.944  0.000
H -0.764 1.377 4.447  0.000
H -3.379 1.540 4.400  0.000
H -3.385 0.487 3.063  0.001
H -2.015 1.917 1.853  0.000
H -0.840 0.397 2.241  0.000
C 2.821 3.123 1.354  0.000
C 1.571 2.290 1.505  0.000
O 0.394 2.917 0.923  0.002
O 2.993 3.485 0.002  0.000
H 3.648 2.566 1.795  0.000
H 2.694 4.041 1.928  0.000
H 1.463 2.159 2.582  0.000
H 1.717 1.335 1.001  0.000
H -0.277 2.236 0.831  0.000
H 2.404 2.954 -0.539  0.000
C 2.244 1.820 -3.376  0.001
C 1.932 0.406 -3.828  0.001
O 0.582 0.310 -4.138  0.011
O 1.828 2.027 -2.037  0.002
H 1.745 2.624 -3.917  0.001
H 3.273 2.135 -3.546  0.000
H 2.427 -0.135 -3.021  0.000
H 2.520 0.273 -4.736  0.000
H 0.227 0.483 -3.263  0.000
H 1.082 1.462 -1.822  0.000
C 3.153 -2.232 1.510  0.000
C 3.723 -1.123 0.638  0.000
O 2.934 -1.008 -0.449  0.000
O 1.863 -1.737 2.175  0.000
H 3.808 -2.621 2.289  0.000
H 2.809 -3.063 0.894  0.000
H 4.773 -1.343 0.448  0.000
H 3.643 -0.204 1.220  0.000
H 2.050 -0.887 -0.094  0.000
H 1.249 -1.226 1.642  0.000
C -4.311 -3.219 -1.722  0.004
C -3.102 -4.085 -1.370  0.001
O -1.836 -3.447 -1.677  0.003
O -4.222 -2.033 -0.922  0.021
H -5.275 -3.712 -1.600  0.000
H -4.270 -2.962 -2.780  0.004
H -3.097 -5.106 -1.751  0.000
H -3.129 -4.183 -0.284  0.000
H -1.969 -2.502 -1.573  0.000
H -3.364 -1.616 -1.037  0.002